(1)
63
Properties=species:S:1:pos:R:3 method="wB97M-V/def2-TZVPD" homo_energy_ha="-0.373 / -0.373" e_tot_ev=-83319.069 max_force_ha_per_bohr=0.014 total_charge=+1 spin_multiplicity=2 lumo_ev="-4.891 / -4.038" orbital_gap_ev="5.25 / 6.10"
Cr -0.12953 -0.09714 0.04447
O -2.34740 -5.35850 3.83266
C -2.15879 -4.23056 4.30879
O -2.15356 -3.76727 5.45764
C -1.78452 -3.16673 3.22313
C -1.53556 -1.85061 3.58931
C -1.14908 -0.94869 2.61833
N -1.01568 -1.32888 1.33704
C -1.23066 -2.60442 0.97288
C -1.63529 -3.54719 1.89417
C -0.88699 -2.88892 -0.43596
C -1.18443 -4.08747 -1.06505
C -0.75595 -4.28647 -2.36696
C -0.03624 -3.28755 -3.00611
C 0.20700 -2.11267 -2.32326
N -0.21587 -1.90596 -1.07197
C -0.79847 0.46434 2.84679
C -0.99124 1.11421 4.05651
C -0.65193 2.45176 4.15983
C -0.13648 3.10554 3.05043
C 0.02885 2.39290 1.87948
N -0.28137 1.09773 1.77562
H -1.63281 -1.61097 4.64155
H -1.81424 -4.59170 1.66503
H -1.73928 -4.85094 -0.53865
H -0.97776 -5.21576 -2.87536
H 0.32567 -3.40901 -4.01688
H 0.74518 -1.29426 -2.78700
H -1.41160 0.57874 4.89572
H -0.79924 2.98056 5.09203
H 0.12472 4.15391 3.08277
H 0.41120 2.86765 0.98443
N 1.76813 -0.77547 0.86231
C 2.68917 0.33118 0.87795
C 3.70615 0.49083 1.77053
C 4.57964 1.59587 1.65060
C 4.43693 2.49340 0.63291
C 3.37321 2.35795 -0.29230
C 3.13695 3.25222 -1.36104
C 2.05374 3.06099 -2.17227
C 1.16794 2.00498 -1.89869
N 1.35707 1.14691 -0.91746
C 2.47507 1.28711 -0.13917
H 1.73907 -1.25201 1.75860
H 2.08624 -1.46055 0.17963
H 3.86467 -0.23785 2.55720
H 5.38375 1.70705 2.36563
H 5.12546 3.32257 0.52376
H 3.81586 4.08135 -1.52196
H 1.84255 3.72086 -3.00194
H 0.26575 1.87909 -2.49077
S -1.88708 1.01729 -0.63346
C -2.09945 1.17497 -2.37884
C -2.15605 0.07139 -3.22765
C -2.31717 0.25255 -4.59267
C -2.41687 1.53317 -5.12065
C -2.38316 2.63489 -4.27597
C -2.23820 2.45927 -2.90819
H -2.11353 -0.92550 -2.81121
H -2.37916 -0.60844 -5.24654
H -2.54210 1.67116 -6.18681
H -2.48626 3.63324 -4.68154
H -2.23699 3.31385 -2.24140

(2)
63
Properties=species:S:1:pos:R:3 method="wB97M-V/def2-TZVPD" homo_energy_ha="-0.292 / -0.283" e_tot_ev=-118446.724 max_force_ha_per_bohr=0.003 total_charge=0 spin_multiplicity=2 lumo_ev="0.446 / -0.280" e_above_lowest_kj_mol=0.0 orbital_gap_ev="8.41 / 7.43"
Os -0.04492 0.23544 0.39448
C 2.65514 3.45903 0.68891
C 2.58123 2.82051 -0.68628
O 3.48496 3.49625 -1.55749
P 3.01215 1.04945 -0.62823
O 4.51417 0.87443 -0.16463
O 3.04260 0.59098 -2.12440
O 2.11293 0.29742 0.30552
P 0.88478 2.83920 -1.40708
O 0.44462 4.37479 -1.46600
O 1.05446 2.25924 -2.77570
O -0.02611 2.21087 -0.38026
H 3.67600 3.41508 1.07090
H 1.98185 2.95535 1.38269
H 2.36073 4.50538 0.60966
H 3.30855 3.20284 -2.46198
H 4.56020 0.45564 0.70480
H 2.26274 0.99831 -2.60261
H 0.65314 4.76421 -2.32348
C -3.61096 0.15281 5.64797
C -2.90057 1.15201 4.77010
O -2.99038 0.68098 3.40508
P -2.10059 1.34014 2.27628
S -2.38409 0.37791 0.53970
S -0.13459 1.27173 2.62561
O -2.67673 2.81937 2.27209
C -2.13638 3.81645 1.36827
C -2.86152 5.11184 1.62807
H -3.57191 0.48306 6.68657
H -3.13578 -0.82469 5.57521
H -4.65526 0.05665 5.35290
H -1.84538 1.23928 5.03903
H -3.36274 2.13857 4.82111
H -2.27557 3.46364 0.34632
H -1.06463 3.90094 1.55119
H -3.93078 5.00032 1.44935
H -2.47644 5.88154 0.95844
H -2.71161 5.44166 2.65614
C -1.75000 -3.83170 -3.00557
C -1.52914 -4.12892 -1.53673
C -2.50643 -3.41772 -0.62462
O -0.13172 -3.85934 -1.19358
P 0.51095 -2.49094 -0.71643
S 0.12887 -1.95322 1.19785
S -0.04424 -0.87973 -1.76951
O 2.04811 -2.84102 -0.77165
C 2.80937 -3.42172 -1.87231
C 2.78932 -4.93207 -1.75229
C 2.35869 -2.92222 -3.22968
H -2.74627 -4.16800 -3.29610
H -1.01815 -4.35760 -3.61935
H -1.67519 -2.76215 -3.19957
H -1.59841 -5.20438 -1.36899
H -2.46384 -2.33612 -0.75686
H -2.31287 -3.64654 0.42215
H -3.51499 -3.75201 -0.87277
H 3.81785 -3.05544 -1.67604
H 1.79610 -5.32417 -1.96737
H 3.07744 -5.23954 -0.74757
H 3.49734 -5.36105 -2.46305
H 1.34392 -3.25418 -3.45679
H 3.02510 -3.33287 -3.98968
H 2.39487 -1.83600 -3.28173